# 1
A 14-piece molecular cluster, C21H7BBrCl52O7 overall, computed with ωB97M-V/def2-TZVPD.

```
89
Properties=species:S:1:pos:R:3:forces:R:3:mulliken_charge:R:1
C -1.0857 -1.2175 -6.3679 -0.128 0.025 0.050 0.138
C -1.3351 -2.2253 -5.7719 0.669 -0.021 0.034 -0.576
C -1.3937 -3.4634 -4.9964 -0.437 -0.155 -0.200 -0.735
C -1.9985 -3.2134 -3.6184 -0.240 -0.077 -0.079 0.580
O -3.1866 -3.2992 -3.4631 0.098 0.065 0.125 -0.528
O -1.1499 -2.9638 -2.5889 -0.288 0.156 -0.346 -0.400
C -0.7964 -1.5906 -2.3173 -0.019 0.232 0.834 1.118
C -2.0213 -0.6623 -2.1281 0.254 0.150 0.522 -1.208
C -2.7757 -1.0557 -0.8816 -0.216 -0.552 -0.763 0.284
O -3.2925 -2.0841 -0.6604 -0.230 0.171 0.344 -0.324
Br -2.8165 0.3703 0.5314 0.247 0.062 0.297 -0.225
B 0.0401 -1.6209 -0.9439 0.309 0.200 -0.590 0.592
O 0.0855 -2.7292 -0.1624 0.126 -0.148 -0.018 -0.603
O 0.7354 -0.4786 -0.5613 -0.617 -0.248 0.579 -0.568
C 0.1742 -0.9682 -3.3838 0.691 -0.120 -0.933 -0.064
O 1.0502 -1.7606 -3.7774 -0.126 -0.147 0.274 -0.725
O 0.0090 0.2216 -3.7151 -0.394 0.017 0.511 -0.671
H -0.7890 -0.3019 -6.8181 -0.127 0.021 -0.018 0.427
H -0.4168 -3.9397 -4.9382 0.138 0.281 0.107 0.274
H -2.0873 -4.1364 -5.5049 0.023 -0.114 0.116 0.397
H -1.6305 0.3428 -1.9999 -0.025 0.028 -0.275 0.785
H -2.6901 -0.6619 -2.9896 -0.064 -0.154 0.004 0.629
H 0.6071 -2.5529 0.6295 0.009 -0.001 -0.029 0.241
H 0.1101 0.2577 -0.5772 0.447 0.320 -0.306 0.261
C -4.1666 -4.6251 1.7924 0.040 0.112 -0.159 0.196
Cl -4.4510 -3.2289 2.8408 -0.025 -0.015 -0.041 -0.027
Cl -4.3228 -6.1175 2.7552 0.021 0.017 -0.001 -0.133
Cl -5.3577 -4.6252 0.4872 0.224 -0.003 -0.121 -0.028
Cl -2.5544 -4.5385 1.1118 0.095 -0.031 0.021 -0.057
C -9.0169 -4.7516 2.2777 0.071 0.004 0.036 0.171
Cl -8.6941 -3.3289 1.2881 -0.007 0.064 0.051 0.015
Cl -7.4912 -5.4641 2.7982 -0.305 -0.083 0.164 0.027
Cl -9.9625 -4.2760 3.6987 -0.020 0.003 0.003 -0.114
Cl -9.9339 -5.9308 1.3322 -0.006 0.007 0.002 -0.090
C -11.8232 -3.5644 -1.7665 0.049 0.018 0.016 0.316
Cl -12.5876 -5.0646 -1.2241 -0.008 -0.005 -0.008 -0.099
Cl -12.5124 -3.0902 -3.3244 -0.006 0.007 0.002 -0.106
Cl -12.1240 -2.2916 -0.5781 -0.003 -0.008 0.010 -0.088
Cl -10.0876 -3.8085 -1.9371 -0.031 -0.022 -0.075 -0.032
C 3.5104 2.0688 -3.7010 -0.285 -0.067 0.073 0.195
Cl 2.9893 0.9459 -2.4533 -0.126 0.208 -0.207 0.103
Cl 4.5751 1.2315 -4.8530 0.070 0.014 0.031 -0.126
Cl 2.1180 2.7005 -4.5726 -0.035 -0.056 -0.001 -0.086
Cl 4.3866 3.4447 -2.9822 0.041 -0.008 0.012 -0.093
C 6.5848 0.8837 -0.2679 -0.020 0.005 -0.086 0.211
Cl 7.4816 -0.5547 0.2505 0.021 0.005 0.028 -0.129
Cl 5.0661 0.9814 0.6238 0.013 -0.013 -0.033 -0.083
Cl 7.5581 2.3237 0.0730 -0.150 -0.007 0.058 -0.014
Cl 6.2702 0.7904 -1.9950 0.297 -0.163 0.142 0.003
C -5.7252 -3.1300 6.9969 0.031 0.008 -0.035 0.273
Cl -6.8684 -3.9307 5.9199 0.043 0.010 -0.016 0.001
Cl -4.0862 -3.2967 6.3706 -0.116 0.028 -0.061 -0.040
Cl -6.1348 -1.4151 7.1221 -0.006 -0.002 0.013 -0.108
Cl -5.8183 -3.8732 8.6048 -0.001 0.002 0.031 -0.127
C 10.9639 3.6299 1.5827 0.019 -0.081 0.012 0.290
Cl 9.8818 4.7705 0.7641 -0.010 0.018 -0.009 -0.100
Cl 10.0071 2.4356 2.4590 0.102 0.049 0.063 -0.055
Cl 11.9742 2.8189 0.3842 -0.022 0.022 0.001 -0.085
Cl 11.9815 4.5199 2.7201 0.164 -0.074 -0.204 -0.077
C 9.6431 2.5636 -4.1152 -0.073 0.021 -0.020 0.200
Cl 9.6137 3.2674 -2.4966 -0.027 -0.117 -0.048 0.081
Cl 8.0035 2.4956 -4.7552 0.004 0.006 0.003 -0.014
Cl 10.6527 3.5638 -5.1713 0.019 0.004 0.002 -0.101
Cl 10.3170 0.9315 -4.0292 0.002 0.005 0.001 -0.116
C -6.6190 1.0530 -1.2251 0.077 -0.039 0.051 0.169
Cl -6.8317 2.4438 -0.1513 0.022 -0.131 -0.132 -0.019
Cl -6.7589 -0.4344 -0.2848 0.031 -0.058 0.000 -0.001
Cl -7.8767 1.0890 -2.4707 -0.020 -0.005 0.005 -0.127
Cl -5.0317 1.1271 -1.9803 -0.181 0.082 -0.232 -0.023
C -9.5047 5.3498 0.0429 0.030 -0.063 -0.062 0.358
Cl -8.6323 5.7450 -1.4392 -0.005 0.000 0.007 -0.085
Cl -10.3694 6.7803 0.6208 -0.001 -0.004 0.002 -0.115
Cl -10.6582 4.0526 -0.2808 0.004 0.001 -0.001 -0.082
Cl -8.3580 4.8175 1.2745 -0.082 0.209 0.180 -0.101
C 10.2736 5.7493 6.7205 -0.051 -0.003 -0.010 0.319
Cl 11.1678 4.3165 7.2418 0.005 -0.002 0.003 -0.105
Cl 8.7427 5.8382 7.5982 0.015 -0.001 -0.006 -0.102
Cl 11.2321 7.1954 7.0629 0.002 0.002 0.003 -0.105
Cl 9.9653 5.6454 4.9880 -0.130 0.092 0.195 -0.008
C -0.5775 -4.5545 8.5941 -0.020 0.009 -0.022 0.323
Cl -0.0991 -6.2544 8.6684 0.004 0.002 0.003 -0.100
Cl 0.4191 -3.6148 9.7122 0.001 -0.003 -0.003 -0.104
Cl -0.3479 -3.9503 6.9505 -0.001 -0.003 0.002 -0.082
Cl -2.2761 -4.3988 9.0412 0.071 -0.049 0.119 -0.049
C 11.8986 7.2888 -3.6294 -0.021 0.005 0.044 0.266
Cl 11.3480 6.1408 -2.4100 0.096 0.092 -0.031 0.027
Cl 12.9383 6.4644 -4.7979 0.008 -0.003 0.004 -0.098
Cl 10.5022 7.9734 -4.4654 0.006 -0.009 -0.007 -0.096
Cl 12.8155 8.5875 -2.8520 -0.004 0.007 -0.002 -0.118
```
Positions in Å, forces in eV/Å.

Calculated values
Spin multiplicity = 1
Total charge = -1
E_HOMO = -5.5 eV
Frontier orbital gap = 6.73 eV

# 2
C21H18AlN9 as an isolated structure, computed with ωB97M-V/def2-TZVPD.

```
49
Properties=species:S:1:pos:R:3:forces:R:3:mulliken_charge:R:1
Al 0.5911 -0.2280 -0.0168 0.729 -0.242 -0.184 0.600
C -3.5558 -1.5769 2.1595 0.092 0.080 -0.114 -0.506
C -3.1010 -0.8058 1.0893 -0.124 -0.207 0.204 -0.535
N -1.8843 -0.9772 0.5626 -0.230 -0.097 0.032 -0.471
C -1.1519 -1.9430 1.1121 0.017 0.026 -0.253 0.314
C -1.3931 -2.6024 2.2908 -0.100 0.036 0.218 0.241
C -2.6765 -2.4303 2.8152 0.104 0.005 -0.093 -0.601
C -0.1214 -2.9215 3.0581 0.053 -0.101 0.004 -0.286
C 0.8366 -3.9585 2.4906 -0.006 0.090 -0.016 -0.815
C 1.6665 -3.6451 1.4886 -0.076 0.060 0.103 0.177
C 2.7016 -4.4489 0.8629 0.026 -0.022 -0.016 -0.903
C 3.4001 -3.9577 -0.1730 -0.005 0.039 -0.009 -0.655
C 3.1138 -2.6354 -0.7267 0.044 -0.027 0.024 -0.221
N 2.2256 -1.8402 -0.2533 -0.090 0.020 -0.052 -0.422
C 1.4930 -2.3014 0.9005 -0.215 -0.010 -0.179 2.124
H -4.5548 -1.4096 2.5347 0.008 -0.042 0.039 0.417
H -3.7208 -0.0197 0.6802 0.052 0.013 -0.058 0.430
H -2.9614 -2.8976 3.7498 0.002 0.012 0.002 0.473
H -0.3570 -3.1852 4.0886 -0.032 0.024 -0.003 0.911
H 0.8581 -4.9343 2.9587 0.022 -0.011 -0.009 0.550
H 2.9039 -5.4392 1.2505 -0.012 0.001 0.008 0.481
H 4.1853 -4.5311 -0.6433 -0.003 -0.005 0.001 0.409
H 3.6766 -2.3025 -1.5924 -0.014 0.021 -0.001 0.464
N 0.1211 -1.9150 0.5240 -0.023 0.454 0.137 0.097
C 1.0813 -1.1175 1.6730 -0.096 -0.163 0.071 -1.431
C 0.6336 -1.5009 3.0798 0.038 0.099 -0.012 2.389
C -0.2620 -0.4582 3.6095 -0.043 -0.160 0.086 -0.534
N -1.0181 0.3268 3.9652 0.028 0.050 -0.059 -0.480
C 1.8510 -1.6092 3.9011 -0.060 0.055 0.079 -0.508
N 2.7881 -1.7229 4.5512 0.036 -0.015 -0.067 -0.440
C -1.1680 5.1002 -1.8132 0.000 -0.010 0.007 -1.372
C -0.6698 4.7093 -3.2000 -0.003 0.020 -0.009 0.769
C -1.6869 3.8618 -3.9566 -0.007 -0.014 -0.001 -1.432
C 0.7068 4.0472 -3.1489 0.065 -0.106 0.027 -1.054
N 0.6784 2.7709 -2.3779 0.040 0.038 -0.021 0.603
C 0.3222 1.5437 -2.7850 -0.043 0.004 -0.032 -0.053
N 0.4072 0.7509 -1.7415 -0.042 -0.040 0.078 -0.127
N 0.8181 1.5473 -0.7201 -0.039 0.061 0.033 0.402
N 0.9849 2.7550 -1.0907 -0.058 0.016 0.048 -0.816
H -2.0868 5.6781 -1.8980 0.001 0.001 -0.002 0.425
H -0.4411 5.7056 -1.2712 0.003 0.001 -0.004 0.385
H -1.4027 4.2202 -1.2066 -0.001 0.001 0.002 0.259
H -0.4866 5.6216 -3.7751 -0.002 0.001 0.002 0.315
H -1.9610 2.9609 -3.3969 0.000 0.000 0.001 0.317
H -1.3295 3.5703 -4.9464 0.006 0.004 0.002 0.373
H -2.6094 4.4226 -4.0970 0.001 0.003 0.002 0.406
H 1.4469 4.6605 -2.6394 -0.021 0.028 -0.007 0.349
H 1.0782 3.7840 -4.1384 -0.020 0.019 -0.012 0.478
H 0.0300 1.2783 -3.7881 -0.002 -0.009 0.002 0.504
```
Positions in Å, forces in eV/Å.

Calculated values
Spin multiplicity = 1
Total charge = +2
E_HOMO = -15.1 eV
Frontier orbital gap = 8.27 eV

# 3
An isolated molecule of C2H3BF2O, computed with ωB97M-V/def2-TZVPD.

```
9
Properties=species:S:1:pos:R:3:forces:R:3:mulliken_charge:R:1
B 1.5257 0.3392 -0.2499 2.657 0.303 -2.107 0.299
O 0.8680 -0.3572 0.6451 -1.658 -2.153 1.638 -0.361
C -0.4660 -0.3087 0.7836 -0.868 1.204 -0.799 0.415
F -0.8456 -0.3311 2.0407 -0.095 0.080 0.539 -0.232
C -1.3505 -0.1113 -0.2067 0.535 -0.969 -0.008 -0.135
F -0.9838 -0.3416 -1.4751 1.255 0.186 -0.976 -0.232
H 1.0117 1.3244 -0.6854 0.300 -0.011 -0.132 -0.052
H 2.6433 -0.2136 -0.5536 -1.375 1.226 0.334 -0.058
H -2.4028 -0.0001 -0.2986 -0.751 0.135 1.512 0.356
```
Positions in Å, forces in eV/Å.

Calculated values
Spin multiplicity = 1
SMILES = BO/C(F)=C\F
E_HOMO = -9.6 eV
Frontier orbital gap = 10.30 eV

# 4
A 9-piece molecular cluster, C30H48N6O3S3 overall, computed with ωB97M-V/def2-TZVPD.

```
90
Properties=species:S:1:pos:R:3:forces:R:3:mulliken_charge:R:1
C 1.2300 -0.6958 5.6553 -0.044 -0.785 0.250 -0.755
S -0.1457 -1.8812 5.3792 -0.166 0.545 -1.201 0.332
O -1.0407 -1.3510 4.2900 0.460 -0.109 0.586 -0.502
C 0.8874 -3.1416 4.5728 -0.432 0.191 0.791 -0.798
H 0.8743 0.3256 5.7414 -0.247 -0.048 -0.128 0.189
H 1.9828 -0.8204 4.8799 -0.064 0.255 -0.128 0.236
H 1.6550 -1.0110 6.6115 0.102 0.139 -0.018 0.408
H 1.3828 -2.7304 3.6983 0.068 0.082 0.033 0.103
H 0.2108 -3.9453 4.2933 0.053 -0.063 -0.007 0.359
H 1.5706 -3.4688 5.3581 0.219 -0.195 -0.293 0.409
C 0.9105 -0.6555 1.4371 -0.420 -0.043 0.272 -0.375
S 0.3297 -1.8450 0.1737 0.452 0.600 0.413 0.531
O -0.7551 -1.1342 -0.5959 0.456 -0.211 0.290 -0.857
C 1.8337 -1.8381 -0.8408 -0.228 0.021 0.599 -0.818
H 0.8535 0.3842 1.1107 -0.008 -0.170 -0.549 -0.160
H 1.9358 -0.8357 1.7632 -0.019 -0.285 -0.106 0.613
H 0.2204 -0.7592 2.2784 0.080 -0.084 0.071 0.012
H 2.0808 -0.7947 -1.0307 -0.080 -0.073 -0.577 -0.058
H 1.6186 -2.4853 -1.6869 0.114 0.390 -0.332 0.487
H 2.6596 -2.2721 -0.2747 -0.171 -0.119 0.161 0.526
C 7.2323 0.4605 -3.3703 0.071 0.784 -0.293 -0.975
S 5.8349 0.1267 -4.4902 -0.055 -1.246 0.691 0.468
O 5.8234 -1.3677 -4.6700 -0.099 0.927 -0.017 -0.627
C 4.5514 0.5635 -3.2712 -0.238 0.624 -0.088 -0.635
H 7.3631 1.5425 -3.2606 -0.345 -0.021 0.078 0.359
H 8.1562 0.1445 -3.8510 -0.174 -0.495 0.009 0.365
H 7.0665 0.0124 -2.3947 0.074 -0.243 -0.062 0.300
H 3.5894 0.8142 -3.7163 0.251 -0.027 -0.493 0.079
H 4.9212 1.4809 -2.8087 -0.142 -0.058 0.220 0.286
H 4.3034 -0.1925 -2.5265 0.700 -0.251 -0.014 0.289
N -4.1350 -0.0452 2.2946 -1.085 0.217 0.309 -0.033
C -5.2365 0.6444 1.8303 0.919 0.161 -0.562 -0.692
C -4.9164 1.0748 0.5538 -0.431 0.600 0.429 -0.858
C -3.5859 0.6895 0.2817 0.180 -0.827 0.009 0.026
C -3.1575 -0.0505 1.3625 0.414 0.170 -0.370 -0.529
H -4.1659 -0.5534 3.1597 0.462 -0.026 0.053 0.223
H -6.0328 0.9387 2.4901 -0.231 -0.330 -0.073 0.440
H -5.5413 1.6906 -0.0743 -0.024 0.000 0.043 0.416
H -3.0144 0.8183 -0.6242 -0.074 0.105 -0.026 0.369
H -2.2272 -0.5741 1.4923 -0.043 -0.026 0.171 0.528
N 2.6088 2.4409 2.5855 0.306 0.141 -0.088 0.251
C 3.9086 1.9996 2.6107 0.225 -0.271 -0.521 -0.753
C 4.3493 1.9723 1.3144 0.238 0.176 -0.670 -0.690
C 3.2996 2.4187 0.4742 -0.642 0.565 0.011 -0.028
C 2.2517 2.7495 1.2912 -0.012 -0.327 0.673 -0.932
H 2.0131 2.6083 3.3741 0.035 0.025 0.105 0.134
H 4.4883 1.6955 3.4648 -0.423 0.169 0.367 0.395
H 5.3450 1.7887 0.9404 0.028 -0.337 0.338 0.468
H 3.2621 2.5749 -0.5931 0.255 -0.110 -0.020 0.523
H 1.2885 3.2002 1.1372 0.019 -0.041 -0.351 0.645
N -4.7686 -2.1437 -1.0360 0.620 -0.116 -0.525 0.302
C -3.5257 -2.7396 -0.8923 -1.559 -0.373 0.508 -0.332
C -3.6513 -4.0361 -1.3775 0.917 0.919 0.273 -0.650
C -4.9370 -4.1422 -1.9242 -0.948 -0.992 -0.695 -0.249
C -5.6095 -2.9757 -1.7389 0.315 0.589 0.919 -0.745
H -4.9751 -1.2214 -0.6840 0.003 0.072 -0.127 0.159
H -2.7392 -2.1680 -0.4332 0.194 -0.209 -0.025 0.313
H -2.8458 -4.7493 -1.4376 -0.066 -0.109 0.052 0.386
H -5.4060 -4.9866 -2.4110 0.334 -0.076 0.015 0.382
H -6.6190 -2.7103 -1.9951 -0.026 0.114 0.057 0.446
N -1.7541 3.8438 4.5929 -0.045 0.572 -0.268 0.040
C -2.6239 4.0059 3.5443 -0.218 -0.952 -0.027 -0.742
C -2.0942 3.3343 2.4715 0.343 -0.175 -0.098 -0.816
C -0.8295 2.8040 2.8634 -0.601 0.406 0.234 1.122
C -0.6398 3.1833 4.1720 0.264 -0.402 -0.004 -1.293
H -1.9039 4.2062 5.5144 0.096 0.096 0.053 0.187
H -3.6285 4.3606 3.6992 0.102 0.306 -0.023 0.382
H -2.5261 3.1564 1.5002 -0.265 0.159 0.087 0.464
H -0.2304 2.1648 2.2413 0.252 0.056 0.116 0.308
H 0.2022 3.0768 4.8381 -0.064 -0.182 0.039 0.344
N 0.1492 1.2203 -1.8826 0.395 -0.700 0.566 0.634
C 0.0407 2.5447 -1.5370 0.024 -0.792 -0.842 -0.402
C 0.6961 3.2510 -2.5193 0.027 0.927 0.611 -0.966
C 1.3138 2.3436 -3.3976 -0.171 -1.149 0.004 -0.887
C 0.9650 1.0657 -2.9621 -0.078 1.350 -0.399 -0.437
H -0.2615 0.4134 -1.4037 0.016 0.305 0.065 0.044
H -0.4422 2.8373 -0.6216 -0.286 0.128 -0.134 0.601
H 0.6988 4.3298 -2.5626 0.251 -0.024 -0.048 0.416
H 1.9136 2.5337 -4.2725 -0.034 0.228 0.013 0.527
H 1.2089 0.1155 -3.4050 -0.258 -0.159 0.118 0.721
N -2.3037 -2.6044 -3.7015 -0.734 0.822 -1.035 0.045
C -0.9689 -2.6240 -3.4760 0.180 -0.976 0.362 0.002
C -0.3046 -2.3262 -4.6503 -0.331 0.194 0.498 -0.785
C -1.3122 -1.9820 -5.5644 -0.782 0.003 -1.224 -0.712
C -2.5507 -2.1762 -4.9940 0.856 -0.286 0.854 -0.547
H -3.0218 -2.8278 -3.0172 0.435 0.104 -0.189 0.425
H -0.6796 -2.9581 -2.4906 0.408 0.081 -0.195 0.290
H 0.7375 -2.3789 -4.9165 0.136 0.116 0.433 0.529
H -1.1572 -1.6738 -6.5887 0.023 -0.012 0.058 0.384
H -3.5541 -2.0780 -5.3650 -0.009 0.070 -0.067 0.414
```
Positions in Å, forces in eV/Å.

Calculated values
Spin multiplicity = 1
E_HOMO = -7.5 eV
Frontier orbital gap = 7.62 eV

| no. | calculated total energy (Ha) |
| --- | --- |
| 1 | -27859.92363 |
| 2 | -1545.61401 |
| 3 | -377.78604 |
| 4 | -2920.58785 |